A structure of composition C30H24BaF3N6O2S2. Source: OMol25; level of theory: the ωB97M-V functional and the def2-TZVPD basis.

Summary:
Frontier orbital gap = 6.4 eV
Total charge = -1
E_LUMO = 0.08696 Ha

The geometry in XYZ format:
```
68
C30H24BaF3N6O2S2 (the ωB97M-V functional and the def2-TZVPD basis)
Ba -0.316 0.455 -0.081
N 0.612 1.915 4.628
C 0.804 1.929 3.274
S -0.322 2.799 2.324
N 1.873 1.229 2.903
N 1.998 1.089 1.569
C 3.075 0.536 1.157
C 3.302 0.261 -0.264
C 4.417 -0.492 -0.639
C 4.631 -0.769 -1.974
C 3.734 -0.284 -2.915
C 2.651 0.447 -2.459
N 2.431 0.722 -1.175
H 0.001 2.618 5.003
H 1.381 1.589 5.191
H 3.849 0.241 1.867
H 5.088 -0.862 0.125
H 5.482 -1.363 -2.282
H 3.854 -0.482 -3.970
H 1.913 0.828 -3.158
C 0.625 3.710 -1.233
C -0.680 3.628 -1.978
C -0.968 4.569 -2.993
C -2.136 4.460 -3.681
C -3.061 3.444 -3.353
C -4.286 3.321 -4.043
C -5.160 2.342 -3.662
C -4.857 1.491 -2.590
C -3.675 1.565 -1.865
S -3.447 0.510 -0.502
C -2.723 2.562 -2.292
N -1.513 2.663 -1.658
H 1.148 4.636 -1.472
H 1.286 2.879 -1.490
H 0.461 3.668 -0.154
H -0.253 5.351 -3.214
H -2.380 5.154 -4.478
H -4.508 4.005 -4.854
H -6.105 2.226 -4.180
H -5.575 0.740 -2.286
F -3.303 -0.789 7.039
C -2.186 -1.383 6.590
F -1.178 -0.981 7.391
F -2.333 -2.707 6.800
C -1.901 -1.077 5.147
C -2.703 -0.211 4.426
C -2.364 0.039 3.103
N -1.316 -0.527 2.513
C -0.555 -1.367 3.213
C -0.807 -1.670 4.540
H -3.562 0.266 4.874
H -2.947 0.720 2.493
H 0.279 -1.807 2.678
H -0.163 -2.349 5.083
O 0.204 -1.574 -1.800
C 0.680 -2.329 -0.915
O 0.741 -2.058 0.314
C 1.259 -3.651 -1.370
C 0.884 -4.183 -2.599
C 1.416 -5.390 -3.030
C 2.344 -6.061 -2.243
C 2.728 -5.526 -1.020
C 2.178 -4.329 -0.581
H 0.179 -3.630 -3.205
H 1.111 -5.807 -3.982
H 2.767 -6.999 -2.581
H 3.453 -6.047 -0.405
H 2.446 -3.905 0.378
```

A structure of composition C30H24BrLuN5O4. Source: OMol25; level of theory: the ωB97M-V functional and the def2-TZVPD basis.

Summary:
Frontier orbital gap = 7.6 eV
Total charge = +1
E_LUMO = -0.12649 Ha

The geometry in XYZ format:
```
65
C30H24BrLuN5O4 (the ωB97M-V functional and the def2-TZVPD basis)
Lu 0.308 0.688 -0.124
O 2.387 3.297 2.395
C 1.664 2.398 1.959
O 0.993 2.421 0.858
C 1.582 1.105 2.689
C 2.265 1.053 3.943
C 2.439 -0.213 4.490
C 1.785 -1.284 3.830
C 1.672 -2.558 4.401
C 1.165 -3.647 3.742
C 0.667 -3.465 2.453
C 0.579 -2.240 1.899
C 1.063 -1.121 2.617
N 0.992 0.110 2.044
H 2.705 2.008 4.176
H 2.970 -0.392 5.427
H 2.031 -2.614 5.429
H 1.234 -4.676 4.120
H 0.292 -4.305 1.864
H 0.126 -2.086 0.909
C -1.371 -2.787 -2.741
C -0.357 -3.754 -2.911
C 0.875 -3.438 -2.399
C 1.084 -2.225 -1.727
N 0.069 -1.350 -1.583
C -1.117 -1.586 -2.145
C 2.367 -1.701 -1.135
C 3.543 -2.399 -1.385
C 4.725 -2.049 -0.740
C 4.685 -0.896 0.094
C 3.458 -0.182 0.215
N 2.350 -0.586 -0.343
H -2.329 -2.902 -3.247
H -0.541 -4.662 -3.309
H 1.657 -4.185 -2.541
H -1.729 -0.659 -2.223
H 3.546 -3.230 -2.034
H 5.587 -2.701 -0.775
H 5.687 -0.549 0.487
H 3.409 0.709 0.857
C -0.754 4.364 -3.506
N 0.159 4.097 -2.425
C 0.951 5.043 -1.608
C 0.576 2.876 -2.303
N 0.828 1.745 -2.128
H -1.332 5.275 -3.276
H -1.461 3.570 -3.658
H -0.138 4.506 -4.426
H 0.249 5.812 -1.319
H 1.777 5.452 -2.193
H 1.331 4.480 -0.750
Br -8.544 0.897 -0.114
C -6.633 0.897 -0.146
C -5.949 0.407 0.999
C -4.577 0.195 1.002
C -3.828 0.515 -0.098
C -4.560 0.926 -1.259
C -5.894 1.188 -1.292
C -2.334 0.558 -0.183
O -1.760 1.201 -1.093
O -1.699 -0.001 0.780
H -6.524 0.250 1.910
H -4.091 -0.205 1.883
H -3.920 1.137 -2.122
H -6.391 1.464 -2.216
```

A structure of composition C30H24ClF3N4O2S5Sr. Source: OMol25; level of theory: the ωB97M-V functional and the def2-TZVPD basis.

Summary:
Frontier orbital gap = 4.3 eV
Total charge = -2
E_LUMO = 0.13117 Ha

The geometry in XYZ format:
```
70
C30H24ClF3N4O2S5Sr (the ωB97M-V functional and the def2-TZVPD basis)
Sr -1.662 -1.578 -1.797
Cl 1.578 4.437 -5.659
C 0.692 3.161 -4.870
C 0.647 1.895 -5.457
C 0.014 0.880 -4.796
C -0.589 1.046 -3.509
O -1.157 0.087 -2.927
C -0.541 2.377 -2.956
C -1.162 2.693 -1.706
N -1.389 1.838 -0.782
C -1.837 2.174 0.462
C -1.636 3.419 1.055
C -1.968 3.665 2.386
C -2.499 2.676 3.172
C -2.701 1.390 2.636
C -3.155 0.312 3.424
C -3.280 -0.923 2.853
C -2.971 -1.067 1.492
N -2.549 -0.093 0.732
C -2.391 1.126 1.270
C 0.091 3.408 -3.662
H 1.118 1.731 -6.418
H -0.018 -0.116 -5.210
H -1.444 3.756 -1.591
H -1.177 4.220 0.491
H -1.771 4.644 2.805
H -2.736 2.863 4.211
H -3.361 0.468 4.475
H -3.591 -1.789 3.414
H -3.054 -2.041 1.038
H 0.146 4.399 -3.226
S -0.314 -2.898 -4.168
C 0.812 -3.221 -2.953
C 1.879 -4.117 -3.189
C 2.710 -4.459 -2.157
C 2.495 -3.902 -0.893
C 1.473 -2.985 -0.764
N 0.658 -2.641 -1.749
H 2.003 -4.519 -4.184
H 3.527 -5.154 -2.314
H 3.110 -4.171 -0.044
H 1.292 -2.493 0.186
S -4.778 -5.177 0.149
C -3.792 -3.982 -0.502
S -2.133 -3.982 -0.136
S -4.467 -2.763 -1.473
C 3.040 1.869 -2.629
S 2.346 0.196 -2.183
C 2.353 0.560 -0.372
O 3.485 -0.711 -2.379
H 4.020 1.978 -2.178
H 2.358 2.635 -2.283
H 3.124 1.917 -3.709
H 1.792 1.467 -0.195
H 3.376 0.661 -0.021
H 1.860 -0.270 0.121
F 2.756 0.298 6.116
C 1.507 -0.230 6.036
F 1.564 -1.401 6.692
F 0.748 0.579 6.819
C 1.011 -0.336 4.639
C 0.960 0.811 3.833
C 0.510 0.667 2.538
N 0.139 -0.495 2.007
C 0.174 -1.577 2.780
C 0.596 -1.557 4.096
H 1.256 1.775 4.220
H 0.448 1.520 1.876
H -0.162 -2.498 2.321
H 0.618 -2.454 4.695
```

A structure of composition C30H24F12N2O6ReS. Source: OMol25; level of theory: the ωB97M-V functional and the def2-TZVPD basis.

Summary:
Frontier orbital gap (spin up / spin down) = 6.0 / 6.5 eV
Total charge = 0
2S+1 = 2
E_LUMO (spin up / spin down) = -0.05592 / -0.04559 Ha

The geometry in XYZ format:
```
76
C30H24F12N2O6ReS (the ωB97M-V functional and the def2-TZVPD basis)
Re 0.637 0.740 -0.807
C 2.039 -4.856 2.655
C 1.708 -3.456 2.245
C 0.599 -2.789 2.748
C 0.349 -1.481 2.388
C 1.199 -0.780 1.521
N 0.913 0.555 1.177
C 0.613 1.465 2.167
C 0.649 1.094 3.528
C 0.145 1.894 4.525
C -0.384 3.143 4.229
C -0.997 3.998 5.289
C -0.251 3.606 2.922
C 0.258 2.819 1.900
C 0.542 3.459 0.537
O 0.230 2.686 -0.541
C -0.225 4.798 0.283
F -1.522 4.715 0.584
F -0.144 5.153 -0.993
F 0.260 5.834 0.990
C 2.075 3.798 0.487
F 2.569 4.188 1.667
F 2.368 4.757 -0.388
F 2.761 2.714 0.108
C 2.272 -1.487 0.939
C 2.510 -2.797 1.321
C 3.166 -0.782 -0.083
O 2.487 0.003 -0.967
C 3.935 -1.765 -1.017
F 3.074 -2.658 -1.551
F 4.911 -2.493 -0.457
F 4.482 -1.111 -2.031
C 4.223 0.018 0.743
F 5.005 -0.817 1.455
F 5.029 0.765 0.003
F 3.638 0.810 1.647
H 1.545 -5.110 3.590
H 1.717 -5.568 1.897
H 3.114 -4.968 2.773
H -0.071 -3.281 3.436
H -0.523 -0.973 2.771
H 1.089 0.150 3.805
H 0.164 1.540 5.547
H -1.334 3.395 6.130
H -0.258 4.712 5.653
H -1.842 4.557 4.892
H -0.552 4.622 2.727
H 3.345 -3.340 0.914
C -5.733 -1.198 -4.958
C -4.281 -1.019 -4.649
C -3.355 -2.011 -4.969
C -2.035 -1.887 -4.574
C -1.637 -0.751 -3.885
C -2.520 0.284 -3.628
C -3.843 0.135 -4.001
S 0.035 -0.709 -3.299
O 0.872 -1.434 -4.200
O 0.432 0.644 -2.974
N 0.107 -1.587 -1.795
C -1.056 -2.317 -1.276
C -1.821 -1.525 -0.211
C -2.326 -0.163 -0.733
O -3.507 -0.023 -0.981
O -1.443 0.749 -0.891
H -5.897 -2.014 -5.658
H -6.164 -0.286 -5.366
H -6.263 -1.428 -4.033
H -3.666 -2.889 -5.519
H -1.301 -2.644 -4.807
H -2.180 1.177 -3.129
H -4.551 0.913 -3.759
H 0.906 -2.203 -1.907
H -0.693 -3.238 -0.809
H -1.732 -2.589 -2.095
H -1.170 -1.353 0.643
H -2.687 -2.107 0.104
```

A structure of composition C30H24N6O4Rh. Source: OMol25; level of theory: the ωB97M-V functional and the def2-TZVPD basis.

Summary:
Frontier orbital gap = 6.4 eV
Total charge = +1
E_LUMO = -0.13068 Ha

The geometry in XYZ format:
```
65
C30H24N6O4Rh (the ωB97M-V functional and the def2-TZVPD basis)
Rh 0.895 0.678 0.050
O 0.036 4.493 1.201
C 0.343 3.318 1.076
N 0.497 2.624 -0.068
C 0.065 3.078 -1.354
C -0.642 4.243 -1.613
C -1.075 4.491 -2.916
C -0.793 3.602 -3.939
C -0.082 2.432 -3.679
C 0.324 2.179 -2.382
N 1.087 1.090 -1.922
C 1.951 0.360 -2.629
O 2.083 0.235 -3.835
C 2.977 -0.184 -1.665
C 3.992 -1.023 -2.085
C 4.967 -1.403 -1.180
C 4.914 -0.902 0.115
C 3.862 -0.080 0.467
N 2.902 0.269 -0.398
C 0.498 2.448 2.302
C -0.046 2.802 3.521
C 0.107 1.933 4.587
C 0.820 0.752 4.405
C 1.334 0.477 3.155
N 1.162 1.307 2.115
H -0.827 4.948 -0.818
H -1.630 5.396 -3.126
H -1.119 3.817 -4.948
H 0.169 1.733 -4.463
H 3.992 -1.343 -3.119
H 5.763 -2.072 -1.478
H 5.677 -1.136 0.844
H 3.790 0.349 1.460
H -0.569 3.745 3.602
H -0.318 2.171 5.553
H 0.972 0.056 5.218
H 1.904 -0.424 2.967
O -5.589 -1.728 0.119
C -5.385 -0.332 0.157
C -3.909 -0.054 0.147
C -3.431 1.244 0.131
C -2.070 1.469 0.120
N -1.169 0.473 0.115
C -1.631 -0.794 0.132
C -2.982 -1.083 0.163
C -0.613 -1.856 0.120
C -0.921 -3.190 -0.075
C 0.079 -4.150 -0.011
C -0.268 -5.616 -0.123
O -0.759 -6.106 1.113
C 1.372 -3.719 0.239
C 1.615 -2.366 0.378
N 0.648 -1.445 0.324
H -6.533 -1.912 0.138
H -5.817 0.112 1.060
H -5.837 0.165 -0.707
H -4.103 2.092 0.130
H -1.694 2.472 0.107
H -3.337 -2.100 0.205
H -1.938 -3.495 -0.279
H 0.595 -6.187 -0.475
H -1.080 -5.747 -0.836
H -0.036 -6.176 1.744
H 2.193 -4.421 0.307
H 2.618 -2.009 0.540
```

A structure of composition C30H24N9O2SSeTi. Source: OMol25; level of theory: the ωB97M-V functional and the def2-TZVPD basis.

Summary:
Frontier orbital gap (spin up / spin down) = 4.9 / 4.9 eV
Total charge = -1
E_LUMO (spin up / spin down) = 0.07029 / 0.07034 Ha

The geometry in XYZ format:
```
68
C30H24N9O2SSeTi (the ωB97M-V functional and the def2-TZVPD basis)
Ti 0.047 0.494 -1.322
C 1.240 -2.519 -0.046
N 1.471 -1.383 -0.924
C 2.533 -1.361 -1.639
C 2.742 -0.249 -2.510
C 3.797 0.107 -3.334
C 3.427 1.338 -3.913
C 2.177 1.655 -3.400
N 1.742 0.690 -2.555
C 1.162 -2.110 1.409
C -0.036 -2.151 2.110
C -0.097 -1.748 3.438
C 1.048 -1.311 4.085
C 2.256 -1.289 3.399
C 2.309 -1.683 2.072
H 2.040 -3.259 -0.177
H 0.306 -3.002 -0.333
H 3.273 -2.163 -1.593
H 4.709 -0.450 -3.487
H 3.999 1.933 -4.608
H 1.587 2.542 -3.576
H -0.932 -2.496 1.607
H -1.045 -1.766 3.963
H 1.000 -0.978 5.115
H 3.154 -0.940 3.894
H 3.248 -1.638 1.531
Se -1.712 2.860 5.811
N -0.170 2.575 4.943
C -0.470 2.227 3.727
C 0.532 1.906 2.707
C 1.873 2.061 2.880
C 2.725 1.729 1.791
C 2.200 1.210 0.652
N 0.858 0.996 0.462
C 0.023 1.432 1.465
C -1.326 1.383 1.158
N -1.621 0.936 -0.116
C -2.931 0.986 -0.482
C -3.944 1.380 0.339
C -3.650 1.781 1.670
C -2.348 1.782 2.068
C -1.900 2.170 3.408
N -2.713 2.475 4.375
H 2.265 2.436 3.816
H 3.795 1.872 1.859
H 2.832 0.947 -0.186
H -3.142 0.666 -1.494
H -4.959 1.385 -0.032
H -4.430 2.086 2.355
S -0.129 -1.847 -4.003
C -1.025 -2.315 -2.629
C -1.619 -3.611 -2.602
C -2.369 -4.031 -1.543
C -2.560 -3.160 -0.463
C -1.964 -1.927 -0.530
N -1.206 -1.486 -1.557
H -1.448 -4.242 -3.462
H -2.809 -5.022 -1.545
H -3.147 -3.428 0.405
H -2.070 -1.236 0.294
N -1.192 0.918 -3.203
N -1.580 2.272 -3.256
C -0.738 3.137 -2.504
O -0.790 4.335 -2.734
O -0.019 2.530 -1.635
H -0.520 0.640 -3.919
H -1.993 0.306 -3.314
H -1.771 2.632 -4.180
```

A structure of composition C30H25AsMoN2O11S2. Source: OMol25; level of theory: the ωB97M-V functional and the def2-TZVPD basis.

Summary:
Frontier orbital gap = 7.0 eV
Total charge = 0
E_LUMO = -0.08299 Ha

The geometry in XYZ format:
```
72
C30H25AsMoN2O11S2 (the ωB97M-V functional and the def2-TZVPD basis)
Mo 0.552 -1.243 -0.644
C -0.665 5.479 0.971
C -0.831 5.719 -0.528
C -2.234 6.297 -0.738
C 0.234 6.761 -0.905
C -0.648 4.482 -1.483
C -0.755 4.796 -2.831
C -0.587 3.886 -3.810
C -0.296 2.578 -3.495
S -0.028 1.354 -4.645
C 0.245 0.218 -3.437
N 0.153 0.583 -2.152
C -0.178 2.101 -2.161
C -0.373 3.114 -1.144
C 0.575 -1.123 -3.807
C 0.676 -1.501 -5.145
C 0.998 -2.800 -5.468
C 1.213 -3.703 -4.449
C 1.109 -3.318 -3.120
C 0.783 -2.007 -2.770
H -0.795 6.423 1.510
H 0.328 5.099 1.202
H -1.439 4.797 1.363
H -2.391 7.159 -0.088
H -3.001 5.555 -0.507
H -2.391 6.628 -1.768
H 0.152 7.636 -0.259
H 0.127 7.104 -1.937
H 1.238 6.349 -0.793
H -0.966 5.814 -3.130
H -0.666 4.187 -4.846
H -0.299 2.793 -0.145
H 0.504 -0.779 -5.935
H 1.080 -3.104 -6.502
H 1.465 -4.730 -4.681
H 1.281 -4.060 -2.358
O -0.319 -4.573 1.379
As 1.111 -4.511 0.382
O 1.133 -5.833 -0.548
O 1.035 -3.132 -0.672
C 2.650 -4.393 1.453
C 3.542 -5.457 1.386
C 4.685 -5.432 2.165
C 4.934 -4.349 3.000
C 4.050 -3.285 3.054
C 2.904 -3.310 2.270
S 1.903 -1.848 2.421
O 2.819 -0.771 2.128
O 1.396 -1.837 3.759
O 0.706 -1.683 1.464
H -0.910 -3.860 1.114
H 3.328 -6.294 0.734
H 5.381 -6.259 2.124
H 5.827 -4.329 3.609
H 4.251 -2.437 3.693
O -0.818 1.494 1.896
C -0.785 0.376 1.510
O 0.159 0.273 0.502
C -1.798 -0.602 2.127
C -2.070 -1.939 1.785
C -3.069 -2.650 2.429
C -3.803 -2.061 3.441
C -3.532 -0.756 3.782
C -2.554 -0.026 3.141
N -4.311 -0.118 4.855
O -4.054 1.035 5.133
O -5.169 -0.783 5.400
H -1.488 -2.348 0.968
H -3.285 -3.673 2.149
H -4.579 -2.612 3.952
H -2.381 0.999 3.435
O -1.056 -1.559 -0.785
```

Molar mass
In order: 759.018, 773.424, 812.950, 954.780, 635.466, 701.477, 824.529
Unit: Da
ΔE to the lowest compared entry with this formula, charge and spin
In order: 2.8, 22.7, 45.6, 12.9, 27.6, 0.0, 92.0
Unit: kcal/mol